11
Properties=species:S:1:pos:R:3 method="wB97M-V/def2-TZVPD" homo_ev=-9.188 charge=0 spin_multiplicity=1 e_above_lowest_kcal_mol=41.1 lumo_energy_ev=0.416
B -1.745 -0.160 0.907
C 2.403 0.154 -0.873
O -1.688 0.785 1.800
O -0.892 -0.149 -0.198
O 1.482 -0.334 -1.715
O 1.813 0.524 0.168
H -2.350 -1.066 1.315
H -1.251 1.475 1.387
H -0.570 -1.007 -0.583
H 1.894 -0.751 -2.443
H 0.904 0.529 0.236

=====

54
Properties=species:S:1:pos:R:3 method="wB97M-V/def2-TZVPD" homo_ev=-9.985 charge=0 spin_multiplicity=1 e_above_lowest_kcal_mol=134.3 lumo_energy_ev=0.358 smiles=CO.CO.CO.CO.CO.CO.CO.CO.CO
C -0.515 2.863 -4.514
O 0.098 4.085 -5.036
H -0.498 2.767 -3.429
H -1.548 2.761 -4.845
H -0.044 1.969 -4.922
H -0.228 4.872 -4.593
C -4.617 -1.769 2.067
O -3.518 -0.880 1.855
H -4.288 -2.776 2.323
H -5.434 -1.458 2.717
H -5.112 -1.902 1.104
H -2.890 -1.314 1.273
C 0.923 -3.632 -1.900
O 1.003 -4.351 -0.689
H 1.878 -3.538 -2.416
H 0.171 -3.900 -2.641
H 0.616 -2.604 -1.710
H 1.362 -3.808 0.017
C 2.764 3.269 -1.296
O 4.070 3.699 -0.874
H 2.240 4.034 -1.869
H 2.761 2.291 -1.778
H 2.278 3.132 -0.331
H 3.942 4.379 -0.208
C 3.196 -1.298 0.031
O 2.746 -2.528 0.651
H 3.383 -1.533 -1.017
H 2.432 -0.521 -0.006
H 4.076 -0.934 0.561
H 2.524 -2.448 1.581
C 0.503 -1.806 3.190
O 0.643 -2.958 2.384
H -0.362 -1.797 3.853
H 1.428 -1.737 3.764
H 0.400 -0.855 2.667
H -0.105 -3.512 2.620
C -0.178 0.818 0.102
O -0.237 1.852 -0.879
H 0.526 1.050 0.902
H -1.195 0.681 0.468
H 0.168 -0.137 -0.293
H -0.633 2.610 -0.442
C -0.188 3.952 2.320
O -0.566 4.192 0.948
H 0.288 4.782 2.843
H -1.123 3.757 2.844
H 0.480 3.090 2.289
H -1.056 5.017 0.935
C -2.380 -3.100 -0.261
O -1.559 -2.194 0.343
H -3.390 -2.878 0.082
H -2.379 -2.994 -1.345
H -2.122 -4.130 -0.016
H -0.736 -2.630 0.577

=====

51
Properties=species:S:1:pos:R:3 method="wB97M-V/def2-TZVPD" homo_ev=-8.218 charge=0 spin_multiplicity=1 e_above_lowest_kcal_mol=11.2 lumo_energy_ev=0.522 smiles="Cc1cc(C(=O)CSc2nc3ccccc3c(=O)[nH]2)c(C)n1C[C@@H]1CCCO1"
C -0.485 4.526 -1.150
C -0.435 3.347 -0.240
C -1.136 2.183 -0.321
C -0.809 1.401 0.825
C -1.299 0.084 1.156
O -0.995 -0.544 2.152
C -2.271 -0.526 0.150
S -1.445 -0.848 -1.441
C -1.530 -2.596 -1.522
N -2.163 -3.264 -0.632
C -2.207 -4.629 -0.758
C -2.886 -5.374 0.211
C -2.953 -6.744 0.100
C -2.349 -7.404 -0.970
C -1.674 -6.685 -1.931
C -1.594 -5.295 -1.837
C -0.880 -4.521 -2.847
O -0.309 -4.952 -3.824
N -0.899 -3.148 -2.596
C 0.099 2.151 1.572
C 0.701 1.831 2.888
N 0.320 3.316 0.916
C 1.242 4.346 1.311
C 2.715 4.076 0.911
C 2.907 3.270 -0.389
C 3.382 1.904 0.109
C 4.117 2.294 1.387
O 3.350 3.341 1.950
H -1.090 4.273 -2.017
H -0.946 5.380 -0.651
H 0.503 4.828 -1.495
H -1.806 1.913 -1.112
H -2.619 -1.499 0.500
H -3.106 0.145 -0.045
H -3.346 -4.851 1.034
H -3.478 -7.316 0.850
H -2.412 -8.479 -1.042
H -1.196 -7.168 -2.769
H -0.418 -2.552 -3.259
H 0.148 2.339 3.681
H 1.738 2.150 2.940
H 0.628 0.762 3.063
H 0.920 5.285 0.860
H 1.221 4.456 2.398
H 3.209 5.057 0.835
H 3.676 3.738 -1.004
H 1.994 3.192 -0.972
H 2.529 1.267 0.345
H 4.025 1.393 -0.603
H 5.130 2.655 1.158
H 4.182 1.494 2.125

=====

Q: Which total energy values were calculated for the entries above? A: -9984.4918; -28339.4815; -43599.5713, in eV.